Entry 1:
C28H37N8PS5V | ωB97M-V/def2-TZVPD

Properties
Spin multiplicity: 4
Frontier orbital gap (alpha / beta), eV: 5.89 / 5.88
E_tot, eV: -130711.13859
LUMO energy (alpha / beta), eV: 0.10 / 0.09
HOMO energy (alpha / beta), Eh: -0.2128 / -0.2129
Energy above the lowest of the compared OMol25 structures with the same formula, charge and spin, kJ/mol: 100.1

```
80
C28H37N8PS5V (ωB97M-V/def2-TZVPD)
V -0.075 -0.025 0.044
C 3.197 4.088 1.994
N 2.006 3.450 1.461
C 1.006 4.118 0.810
C 0.083 3.180 0.457
N 0.508 1.954 0.879
C 1.680 2.126 1.471
P 2.679 0.909 2.406
C 1.351 -0.210 2.927
N 0.333 -0.676 2.216
C -0.431 -1.398 3.091
C 0.149 -1.400 4.323
N 1.275 -0.637 4.212
C 2.230 -0.381 5.277
C 3.485 -0.237 1.249
N 3.264 -1.534 1.284
C 4.201 -2.083 0.454
C 4.995 -1.104 -0.072
N 4.556 0.072 0.470
C 4.980 1.400 0.092
H 2.928 5.068 2.383
H 3.951 4.210 1.216
H 3.604 3.487 2.803
H 1.039 5.183 0.664
H -0.841 3.303 -0.086
H -1.364 -1.854 2.818
H -0.139 -1.865 5.248
H 1.907 -0.925 6.160
H 2.275 0.681 5.507
H 3.220 -0.731 4.990
H 4.245 -3.144 0.276
H 5.804 -1.132 -0.781
H 6.010 1.363 -0.255
H 4.939 2.054 0.964
H 4.330 1.787 -0.696
C -4.817 -1.728 0.552
C -3.721 -1.304 1.523
S -2.609 0.021 0.958
C -3.673 1.471 1.102
C -4.575 1.769 -0.097
S -3.789 2.682 -1.451
C -3.625 1.440 -2.760
C -2.539 0.399 -2.554
S -4.192 -2.291 -1.047
H -5.541 -0.913 0.446
H -5.360 -2.535 1.057
H -3.077 -2.164 1.705
H -4.116 -0.973 2.491
H -3.027 2.324 1.313
H -4.291 1.306 1.989
H -5.398 2.399 0.246
H -5.009 0.855 -0.502
H -3.450 2.028 -3.663
H -4.582 0.930 -2.880
H -2.859 -0.345 -1.817
H -2.355 -0.154 -3.475
C 2.506 0.490 -4.056
C 1.427 0.555 -2.998
S 1.973 0.108 -1.387
C 0.169 0.906 -3.314
C -0.330 1.261 -4.685
S -0.983 1.125 -1.987
H 3.486 0.451 -3.585
H 2.479 1.353 -4.724
H 2.398 -0.409 -4.668
H 0.494 1.452 -5.371
H -0.955 2.156 -4.652
H -0.933 0.460 -5.122
N -2.326 -5.946 1.284
C -1.925 -5.189 0.520
C -1.379 -4.237 -0.404
C -1.169 -4.538 -1.738
C -0.654 -3.546 -2.555
C -0.335 -2.318 -2.008
N -0.541 -2.021 -0.717
C -1.097 -2.953 0.045
H -1.415 -5.517 -2.125
H -0.484 -3.724 -3.607
H 0.108 -1.534 -2.607
H -1.289 -2.699 1.072
```



Entry 2:
C28H38AlGeN2 | ωB97M-V/def2-TZVPD

Properties
Frontier orbital gap, eV: 5.53
E_tot, eV: -95749.77261
LUMO energy, eV: 2.70
HOMO energy, Eh: -0.1040
Net charge: -1
Energy above the lowest of the compared OMol25 structures with the same formula, charge and spin, kJ/mol: 0.0

```
70
C28H38AlGeN2 (ωB97M-V/def2-TZVPD)
Al 0.026 0.720 -0.182
N 1.820 0.289 0.825
C 2.733 -0.623 0.215
C 3.275 -1.652 0.972
C 4.119 -2.586 0.395
C 4.412 -2.489 -0.956
C 3.867 -1.459 -1.706
C 3.028 -0.491 -1.149
C 2.478 0.608 -2.000
C 3.289 1.096 -3.031
C 2.816 2.043 -3.922
C 1.515 2.508 -3.789
C 0.728 2.045 -2.745
C 1.174 1.105 -1.806
H 1.663 0.098 1.809
H 2.106 1.264 0.748
H 3.023 -1.718 2.024
H 4.528 -3.389 0.994
H 5.050 -3.222 -1.432
H 4.073 -1.413 -2.767
H 4.310 0.743 -3.129
H 3.459 2.417 -4.709
H 1.124 3.245 -4.482
H -0.274 2.453 -2.644
C 0.713 -3.589 -0.857
Ge -0.682 -2.393 -1.550
C -0.140 -1.796 -3.341
C -2.279 -3.526 -1.801
C -1.080 -0.928 -0.344
H 0.755 -4.499 -1.460
H 0.500 -3.874 0.175
H 1.694 -3.116 -0.886
H -0.097 -2.644 -4.028
H 0.837 -1.314 -3.313
H -0.854 -1.070 -3.734
H -2.070 -4.358 -2.477
H -3.101 -2.941 -2.219
H -2.610 -3.934 -0.844
H -1.229 -1.346 0.660
H -2.071 -0.557 -0.641
C 0.293 5.899 -0.795
C 0.413 4.559 -0.077
C 1.884 4.265 0.234
C -0.441 4.418 1.161
C -0.819 5.518 1.910
C -1.581 5.392 3.068
C -1.967 4.115 3.452
C -1.626 2.979 2.733
C -2.143 1.643 3.237
C -1.030 0.660 3.613
C -3.130 1.002 2.258
C -0.823 3.077 1.543
N -0.423 2.021 0.844
H 0.839 5.868 -1.742
H 0.717 6.716 -0.204
H -0.750 6.146 -1.005
H 0.074 3.774 -0.756
H 2.321 5.087 0.810
H 2.471 4.127 -0.680
H 1.955 3.357 0.834
H -0.513 6.509 1.589
H -1.865 6.262 3.649
H -2.571 3.991 4.349
H -2.700 1.860 4.157
H -0.475 0.390 2.714
H -1.446 -0.249 4.060
H -0.339 1.114 4.327
H -2.647 0.834 1.297
H -3.989 1.659 2.101
H -3.497 0.044 2.642
```



Entry 3:
C28H38BrCsF6N12O6S3 | ωB97M-V/def2-TZVPD

Properties
Frontier orbital gap, eV: 7.37
E_tot, eV: -179223.59762
LUMO energy, eV: 3.44
HOMO energy, Eh: -0.1444
Net charge: -2
Energy above the lowest of the compared OMol25 structures with the same formula, charge and spin, kJ/mol: 16.6

```
95
C28H38BrCsF6N12O6S3 (ωB97M-V/def2-TZVPD)
Cs 13.659 12.045 14.375
N 9.038 10.062 18.499
C 10.438 9.920 18.166
C 11.061 10.957 17.208
C 11.685 12.205 17.917
O 11.069 12.648 18.895
O 12.846 12.536 17.494
H 8.454 9.874 17.694
H 8.865 11.022 18.801
H 10.498 8.943 17.586
H 10.962 9.901 19.090
H 10.230 11.405 16.593
H 11.781 10.420 16.623
C 12.831 12.030 21.516
C 14.160 11.734 20.988
C 14.321 11.020 19.795
C 15.629 10.715 19.369
C 16.647 11.205 20.183
Br 18.478 10.974 19.613
N 16.576 11.955 21.241
C 15.308 12.177 21.703
H 12.145 12.457 20.752
H 12.891 12.643 22.423
H 12.256 11.077 21.683
H 13.463 10.820 19.130
H 15.979 10.281 18.436
H 15.250 12.695 22.639
N 15.719 14.094 17.102
C 16.841 13.923 17.813
C 17.846 14.438 17.050
N 17.334 14.952 15.891
C 16.060 14.649 15.936
C 15.121 14.898 14.852
N 13.782 14.983 14.912
C 13.437 15.093 13.597
C 14.532 15.046 12.787
N 15.586 14.803 13.609
H 14.801 13.727 17.305
H 17.040 13.491 18.815
H 18.881 14.721 17.260
H 12.434 15.276 13.317
H 14.701 15.041 11.691
H 16.536 14.943 13.207
N 13.278 9.188 14.959
C 12.415 8.887 14.247
N 11.628 8.803 13.189
C 10.529 8.136 13.374
N 9.530 7.587 13.554
F 18.599 15.411 7.967
C 18.753 15.641 9.270
F 19.949 15.009 9.542
F 18.975 16.930 9.550
S 17.400 14.951 10.292
O 17.782 15.312 11.623
O 16.240 15.603 9.725
N 17.366 13.436 9.810
S 18.190 12.239 10.461
O 19.524 12.442 10.918
O 17.954 11.050 9.694
C 17.187 11.806 11.988
F 17.455 12.505 13.042
F 17.407 10.502 12.240
F 15.892 11.890 11.655
C 12.589 10.449 7.549
C 11.945 9.331 8.384
C 11.369 9.905 9.668
C 12.428 10.645 10.453
N 11.866 11.171 11.745
C 11.023 12.177 11.866
S 10.205 12.492 13.304
N 10.810 12.975 10.779
C 10.138 14.274 10.648
C 8.884 14.010 9.845
C 7.639 13.284 10.374
C 7.865 11.836 10.730
H 13.195 10.016 6.759
H 13.294 10.882 8.259
H 11.901 11.265 7.229
H 12.639 8.494 8.578
H 11.143 8.933 7.718
H 10.841 9.131 10.273
H 10.669 10.675 9.411
H 12.827 11.444 9.867
H 13.244 9.943 10.726
H 11.676 10.428 12.493
H 11.487 12.797 10.070
H 10.769 14.978 10.096
H 9.925 14.684 11.618
H 9.190 13.393 8.987
H 8.542 14.943 9.469
H 6.941 13.413 9.503
H 7.142 13.839 11.188
H 8.445 11.340 9.934
H 6.950 11.319 10.847
H 8.453 11.694 11.645
```



Entry 4:
C28H38Cl2KN4O9S2Sb | ωB97M-V/def2-TZVPD

Properties
Frontier orbital gap, eV: 6.07
E_tot, eV: -123620.59096
LUMO energy, eV: 4.01
HOMO energy, Eh: -0.0754
Net charge: -2
Energy above the lowest of the compared OMol25 structures with the same formula, charge and spin, kJ/mol: 55.4

```
85
C28H38Cl2KN4O9S2Sb (ωB97M-V/def2-TZVPD)
K -0.122 -1.177 -0.402
C 2.720 1.807 -3.079
N 2.895 1.787 -1.638
C 4.208 1.358 -1.163
C 1.784 1.618 -0.856
O 0.642 1.694 -1.273
C 2.081 1.268 0.594
O 0.933 1.001 1.355
C 0.083 2.096 1.577
C -0.879 1.767 2.711
O -0.923 0.668 3.242
N -1.674 2.802 3.104
C -1.638 4.103 2.462
C -2.682 2.572 4.116
H 3.387 2.549 -3.526
H 1.691 2.055 -3.313
H 2.948 0.824 -3.502
H 4.940 1.630 -1.924
H 4.263 0.278 -0.995
H 4.488 1.872 -0.243
H 2.680 2.062 1.058
H 2.669 0.345 0.603
H -0.501 2.336 0.685
H 0.676 2.976 1.857
H -1.440 4.013 1.397
H -0.903 4.779 2.916
H -2.621 4.555 2.549
H -2.853 1.505 4.220
H -3.608 3.056 3.800
H -2.386 2.970 5.093
Cl -7.886 1.311 -2.816
C -6.441 1.521 -1.820
C -6.248 2.729 -1.128
C -5.136 2.906 -0.359
Cl -4.939 4.433 0.492
C -4.075 1.904 -0.190
O -3.071 2.118 0.503
C -4.358 0.675 -0.914
C -3.525 -0.524 -0.907
O -2.489 -0.766 -0.315
C -5.512 0.531 -1.705
H -6.981 3.522 -1.206
H -3.954 -1.324 -1.544
H -5.660 -0.406 -2.236
O 3.425 -1.735 1.170
S 2.606 -2.861 0.658
N 1.141 -2.904 0.799
O -0.838 -0.901 -4.788
C 0.227 -1.230 -4.295
N 0.470 -1.588 -2.993
S 1.994 -1.973 -2.744
O 2.617 -1.016 -1.844
O 2.174 -3.369 -2.448
C 2.569 -1.695 -4.396
C 3.828 -1.863 -4.946
C 3.968 -1.586 -6.301
C 2.877 -1.164 -7.064
C 1.619 -1.015 -6.486
C 1.490 -1.289 -5.139
H 4.667 -2.196 -4.344
H 4.938 -1.703 -6.771
H 3.013 -0.957 -8.120
H 0.752 -0.697 -7.053
C 1.637 -4.169 5.531
C 1.765 -3.622 4.108
Sb 0.806 -1.711 3.629
C 0.344 -1.196 5.728
C -0.998 -1.637 6.336
C -1.157 -2.500 3.139
C -1.403 -3.986 3.418
H 2.133 -5.142 5.639
H 0.591 -4.306 5.825
H 2.084 -3.501 6.271
H 1.379 -4.337 3.378
H 2.817 -3.469 3.845
H 0.406 -0.103 5.731
H 1.178 -1.561 6.334
H -1.842 -1.266 5.748
H -1.140 -1.267 7.361
H -1.090 -2.728 6.374
H -1.301 -2.315 2.069
H -1.875 -1.864 3.663
H -0.699 -4.618 2.870
H -2.411 -4.288 3.106
H -1.305 -4.230 4.481
```



Entry 5:
C28H38ClIN8O5STl | ωB97M-V/def2-TZVPD

Properties
Frontier orbital gap, eV: 7.73
E_tot, eV: -87962.42545
LUMO energy, eV: -2.18
HOMO energy, Eh: -0.3643
Net charge: +1
Energy above the lowest of the compared OMol25 structures with the same formula, charge and spin, kJ/mol: 0.0

```
83
C28H38ClIN8O5STl (ωB97M-V/def2-TZVPD)
Tl -0.517 -0.516 -0.717
Cl -3.089 -2.525 -7.254
C -2.733 -1.673 -5.787
C -3.244 -0.427 -5.589
C -2.968 0.279 -4.404
I -3.824 2.165 -4.167
C -2.166 -0.226 -3.398
O -1.890 0.429 -2.298
C -1.649 -1.553 -3.611
N -0.909 -2.091 -2.609
C -0.465 -3.319 -2.722
C -0.677 -4.107 -3.862
C -1.396 -3.582 -4.896
C -1.927 -2.279 -4.791
H -3.871 0.021 -6.348
H 0.058 -3.735 -1.868
H -0.276 -5.110 -3.904
H -1.583 -4.156 -5.793
O 1.975 -0.621 2.665
C 0.795 -0.606 2.287
O 0.316 0.242 1.456
C -0.150 -1.645 2.857
C 0.235 -2.178 4.093
C -0.524 -3.112 4.766
C -1.701 -3.564 4.184
C -2.087 -3.079 2.951
C -1.341 -2.107 2.270
S -2.125 -1.690 0.722
H 1.166 -1.822 4.511
H -0.202 -3.490 5.727
H -2.314 -4.303 4.683
H -2.990 -3.456 2.487
N -3.531 1.565 -0.399
C -3.570 3.063 -0.259
C -3.715 3.401 1.220
C -2.492 2.930 2.007
N -2.478 1.464 1.951
C -1.205 3.525 1.429
C -1.029 3.416 -0.088
N -0.460 2.122 -0.522
C -2.320 3.701 -0.848
H -4.468 1.172 -0.450
H -3.061 1.213 0.485
H -2.991 1.238 -1.230
H -4.433 3.430 -0.815
H -4.621 2.949 1.633
H -3.828 4.484 1.314
H -2.584 3.290 3.037
H -3.038 1.044 2.683
H -1.541 1.064 1.984
H -0.339 3.076 1.925
H -1.201 4.588 1.680
H -0.320 4.202 -0.374
H 0.441 2.005 -0.067
H -0.263 2.182 -1.518
H -2.200 3.396 -1.891
H -2.497 4.779 -0.855
N 1.505 -1.923 -0.351
C 2.655 -1.011 -0.292
C 3.954 -1.766 -0.620
C 5.303 -1.089 -0.354
C 5.456 -0.516 1.058
N 4.745 0.752 1.134
C 4.316 1.334 2.230
N 3.545 2.422 2.121
N 4.681 0.901 3.446
C 2.386 0.240 -1.148
O 3.253 1.121 -1.196
O 1.263 0.335 -1.746
H 1.448 -2.483 0.495
H 1.595 -2.553 -1.141
H 2.693 -0.652 0.738
H 3.920 -2.087 -1.666
H 3.928 -2.676 -0.011
H 5.489 -0.294 -1.078
H 6.082 -1.838 -0.499
H 6.512 -0.354 1.284
H 5.047 -1.223 1.789
H 4.318 1.058 0.242
H 3.276 2.745 1.208
H 3.230 2.923 2.930
H 5.080 -0.019 3.519
H 4.135 1.195 4.238
```